Entry from the Open Molecules 2025 dataset: an isolated ion of composition C6H14NOS and charge +1 at a distorted geometry (ωB97M-V/def2-TZVPD).

Calculated values
Maximum force = 4.61 eV/Å
Kohn-Sham gap = 8.79 eV
Charge = +1
HOMO level = -0.4992 Ha
Multiplicity = 1

Geometry (Å):
C (0.278936, 0.840313, 1.367217)
C (1.556714, 1.726362, 1.222635)
C (1.541779, 1.106664, -1.172262)
C (-1.627449, -1.371114, 0.770955)
C (-1.119004, -0.984399, -1.797317)
C (-0.609421, -0.908001, -0.294337)
N (-0.267685, 0.461588, 0.098720)
O (0.626679, -1.538016, -0.256170)
S (2.607221, 0.752544, 0.060714)
H (0.468221, -0.053141, 1.840530)
H (-0.253064, 1.510644, 2.071570)
H (1.568410, 2.671441, 0.587346)
H (2.249595, 1.840523, 2.053211)
H (1.753838, 0.623693, -2.174223)
H (0.977243, 1.943678, -1.139895)
H (-2.693686, -0.834142, 0.606246)
H (-1.184473, -0.956459, 1.789742)
H (-1.852446, -2.447373, 0.699779)
H (-2.099741, -0.588322, -1.855075)
H (-0.263428, -0.565618, -2.257246)
H (-1.309571, -2.004351, -2.023473)
H (-0.919533, 1.205226, -0.106986)
H (0.570866, -2.431741, -0.091682)

Cartesian forces, eV/Å:
C 0.6632 2.0264 0.1930
C 2.4543 -0.4421 -2.0863
C 2.5890 -3.6961 -0.9313
C -1.2086 1.5968 0.7723
C 0.3756 0.0038 3.5250
C -1.8395 -0.1968 -0.0075
N 0.0062 2.8807 -1.2899
O 0.8825 2.5417 -0.0666
S -0.6607 0.7260 -0.7054
H 1.1566 -1.6545 1.6353
H -1.0453 -0.7503 -0.7403
H -0.9897 -0.8325 1.6602
H -0.8434 0.2009 0.6572
H -0.6521 0.4221 1.3284
H -1.4180 2.5591 -0.1647
H 2.5744 -1.0329 0.3103
H -1.4195 -1.7171 -1.8088
H 0.3676 0.3446 0.5039
H -0.6064 1.3929 -0.5694
H 0.0934 0.4811 -1.5685
H 0.5542 -1.1049 -0.3021
H -0.6327 -0.5606 -0.9244
H -0.4012 -3.1883 0.5799

Entry from the Open Molecules 2025 dataset: a 2-piece molecular cluster, C2H3IN2 overall at a distorted geometry (ωB97M-V/def2-TZVPD).

Calculated values
Maximum force = 3.75 eV/Å
Kohn-Sham gap (spin up / spin down) = 7.52 / 7.52 eV
HOMO level (spin up / spin down) = -0.2950 / -0.2951 Ha
Multiplicity = 1

Geometry (Å):
C (0.831402, -0.777239, 0.604163)
C (-1.753993, 1.758755, -0.996151)
N (-0.075654, -0.549162, -0.230040)
N (-0.905812, -0.402071, -0.995706)
I (-0.060460, 3.006557, -1.083806)
H (0.371418, -1.073511, 1.518786)
H (1.734519, -0.873217, 0.191673)
H (-2.298317, 1.544402, -1.935218)

Cartesian forces, eV/Å:
C -2.5999 0.1463 1.8640
C -0.2476 -0.3299 1.2473
N -2.2427 0.2681 -2.5464
N 0.2865 0.6162 0.2557
I -0.5721 -0.5102 -0.5481
H 0.7603 -0.1302 0.9591
H 3.6425 -0.4354 -0.7553
H 0.9731 0.3751 -0.4763

Entry from the Open Molecules 2025 dataset: C4H5FS in the gas phase at a distorted geometry (ωB97M-V/def2-TZVPD).

Calculated values
Maximum force = 3.63 eV/Å
Structure (SMILES) = C/C=C(/F)C=S
Kohn-Sham gap = 8.12 eV
HOMO level = -0.3256 Ha
Multiplicity = 1

Geometry (Å):
C (0.488352, -0.234266, -1.326117)
C (-0.333437, -0.887975, -0.294233)
C (-0.502742, -0.289647, 0.839188)
C (-0.175144, 1.064463, 1.304909)
H (0.259518, -0.625682, -2.280689)
H (0.552252, 0.865960, -1.381810)
H (1.568313, -0.551390, -1.056514)
H (-0.439225, -1.996782, -0.498553)
H (-0.770433, 1.309401, 2.162874)
F (-1.413213, -0.858491, 1.670373)
S (0.765760, 2.204408, 0.860573)

Cartesian forces, eV/Å:
C 2.8156 0.1756 0.5305
C 1.8654 -1.5979 -2.3255
C -1.8340 1.1378 1.5512
C -2.1936 -2.2566 1.0076
H -0.1271 -0.4242 -1.1044
H -0.4998 -0.5904 0.3189
H -1.2943 0.4648 -0.8098
H -0.8597 1.5278 0.6562
H -0.5142 -0.3028 0.6221
F 0.1845 -0.3749 1.0026
S 2.4571 2.2408 -1.4495

Entry from the Open Molecules 2025 dataset: C5H11NO in the gas phase at a distorted geometry (ωB97M-V/def2-TZVPD).

Calculated values
Maximum force = 6.32 eV/Å
Structure (SMILES) = CCC(=O)N(C)C
Kohn-Sham gap = 9.88 eV
HOMO level = -0.3331 Ha
Multiplicity = 1

Geometry (Å):
C (0.586894, 1.260436, -0.746530)
C (1.543520, 1.779534, 0.456765)
C (-0.769942, 0.658436, -0.486648)
N (-0.667294, -0.689586, -0.249390)
C (-1.972726, -1.379689, -0.096074)
C (0.397820, -1.378023, 0.226663)
O (-1.835863, 1.271973, -0.120999)
H (0.489757, 2.058322, -1.437722)
H (1.233182, 0.594063, -1.257954)
H (1.450464, 1.081357, 1.239988)
H (1.448898, 2.727778, 0.997162)
H (2.544916, 1.603647, 0.095487)
H (-2.063696, -1.760630, 1.052451)
H (-1.987876, -2.263437, -0.740663)
H (-2.754540, -0.711377, -0.267548)
H (0.453449, -1.545220, 1.402016)
H (1.469212, -0.903372, -0.026904)
H (0.433822, -2.404213, -0.040095)

Cartesian forces, eV/Å:
C 0.7279 2.1082 0.8450
C -1.1385 -0.8384 -0.7570
C -1.3881 1.1224 4.2760
N -4.3946 0.7177 -1.5014
C 1.8954 -1.8649 3.1141
C 5.5877 -0.3746 2.9382
O 3.3190 -1.2655 -2.4518
H -0.4093 1.0232 -0.6043
H 0.2070 -0.9766 -0.5208
H -0.1936 -1.1061 1.1043
H -0.4060 0.1751 -1.0252
H 0.4164 0.5164 -0.1611
H 0.1202 0.8192 -2.5802
H -0.0806 0.1412 0.0903
H -1.1160 0.9026 -0.4150
H -0.4705 0.9910 -1.7149
H -2.5636 -1.1336 0.4310
H -0.1127 -0.9572 -1.0672